This record from the Open Molecules 2025 dataset describes a molecular structure, C20H38Cl3N2O4RuSi. The level of theory is the ωB97M-V functional and the def2-TZVPD basis.

```
69
C20H38Cl3N2O4RuSi (the ωB97M-V functional and the def2-TZVPD basis)
Ru -0.17044 0.42795 -0.52211
Cl -0.71930 1.54266 -4.96506
Cl -2.37083 0.45712 -0.09369
Cl 0.20255 1.72120 -2.22618
Si -0.39614 3.63038 -4.45721
O 0.14970 -0.62042 1.38054
O 2.09204 0.24987 -0.70799
O 0.32225 2.10558 0.73550
O -0.30654 -1.28178 -1.74396
N 2.79861 -1.63520 -1.82700
N -0.15267 4.22300 1.29691
C -0.98061 5.41438 1.19907
C -1.54725 4.19687 -3.10374
C 2.53326 -1.09776 -3.15810
C 1.39875 4.07363 -4.25842
C -0.40082 -4.92839 -4.29737
C -1.19097 -3.02667 -2.84664
C -1.06415 -3.22589 -0.25627
C 1.03384 4.28595 2.14746
C -1.60284 -2.12317 -3.96230
C -0.90126 4.72464 -5.92877
C -0.64380 -4.24196 -2.98831
C 0.22956 -4.68172 1.20526
C 0.16458 -3.66226 0.23813
C -1.23873 -2.30532 -1.50660
C -2.18634 -4.85167 1.19461
C -2.22932 -3.82043 0.25638
C 3.28397 -3.00042 -1.75535
C -0.94374 -5.28168 1.68388
C -0.43434 3.12799 0.62981
C 2.56697 -0.93368 -0.71392
H -2.69456 -2.00312 -4.00003
H 1.54613 3.31559 2.15561
H -1.90456 4.50804 -6.33098
H -0.91567 5.79201 -5.61044
H 1.08400 -3.20853 -0.14701
H -0.39482 6.24869 0.78563
H -0.52363 -4.25223 -5.15509
H -3.19077 -3.48826 -0.13362
H 1.99416 3.31072 -3.75051
H 2.40353 -0.00668 -3.11743
H 3.76459 -3.17036 -0.78536
H 1.87259 4.27684 -5.23580
H -1.34900 5.69710 2.19437
H 3.99452 -3.19629 -2.57080
H 0.38142 0.02748 2.07603
H -1.08331 -5.77785 -4.46599
H -1.36874 5.24927 -2.83263
H 1.60072 -1.54763 -3.54527
H 2.83367 -1.43274 0.22270
H -1.46133 3.59669 -2.19136
H 0.62428 -5.33378 -4.35900
H 1.71089 5.06229 1.77855
H -0.31170 -4.82220 -2.12346
H -2.59021 4.14622 -3.42388
H -0.89440 -6.09629 2.40808
H -0.20394 4.68114 -6.78659
H -1.23419 -2.43687 -4.94523
H -1.83307 5.19317 0.53649
H -1.17099 -1.13237 -3.72377
H 0.73446 4.55755 3.16488
H 2.45035 -3.70501 -1.86726
H -0.74341 -0.94892 1.64341
H -3.11838 -5.30707 1.55922
H 1.20235 -5.03730 1.56866
H -1.35133 3.09166 0.01668
H 1.50601 5.00930 -3.70144
H 3.35374 -1.37763 -3.83690
H -2.24819 -1.87024 -1.41413
```

Summary:
**Energy relative to the best compared isomer or geometry (same formula, charge and spin)**: 2.699 eV
**DFT total energy**: -80550.8096 eV
**Orbital gap (alpha / beta)**: 4.604 / 5.328 eV
**2S+1**: 6
**HOMO energy (alpha / beta)**: -4.354 / -7.673 eV

---

This record from the Open Molecules 2025 dataset describes 11 unconnected molecules or ions with the total composition C39H83N5O17. The level of theory is the ωB97M-V functional and the def2-TZVPD basis.

```
144
C39H83N5O17 (the ωB97M-V functional and the def2-TZVPD basis)
O 6.59302 -3.83957 -1.64926
O -0.82289 -0.00368 -5.09169
O -1.35078 -3.83619 -0.61958
O 0.38360 -5.96759 1.95717
O -4.00985 4.74085 2.52673
O -5.33904 -1.74182 3.91959
O -1.40759 3.48722 4.88961
O -0.33085 0.47619 1.03769
O -2.29787 5.23988 1.24702
O 1.82792 3.55098 0.03428
O -1.42225 2.07971 -4.49190
O -2.48927 5.47549 5.02722
O 1.76377 -5.10643 0.39617
O 3.18789 -2.41672 -5.53695
O 5.41475 0.35751 1.04814
O -3.59736 -3.08531 4.36647
O 3.70210 -1.69903 -3.47937
N 6.20704 -1.83630 -0.66015
N 0.24727 -1.59443 0.44964
N -0.26065 4.06425 -0.57547
N 4.06755 1.65626 -0.17465
N -0.50776 -3.67390 -2.76349
C 2.01233 -1.49624 -5.43349
C -0.37927 4.15251 4.14094
C -4.65795 -3.25305 2.25701
C -2.45324 4.27969 5.21611
C -1.23934 0.74470 -4.30513
C -0.75556 2.45134 -5.73439
C -1.41228 4.10168 -1.46321
C 4.05049 -2.27595 -4.48674
C 0.90321 3.41245 -0.79335
C -1.17478 3.88065 -5.95895
C -4.45949 -2.70591 3.62184
C 4.57540 1.04105 -1.38097
C -0.65925 -0.65776 0.74877
C 0.51819 -4.75191 2.71864
C -2.05071 -1.04125 0.56949
C 5.85284 -3.08720 -1.03037
C -1.46952 -3.66637 -1.82514
C -5.22644 -1.06030 5.19166
C 0.97674 2.65039 -2.06827
C 2.51601 -0.18102 -5.87231
C -2.75241 2.89250 1.60040
C -3.55219 3.54804 5.89748
C -2.96255 4.37064 1.73777
C 0.59995 -7.20359 -0.01084
C 4.57966 1.27481 1.03092
C 7.49691 -1.13967 -0.80577
C -2.87933 -3.38275 -2.34438
C 1.02756 -5.97373 0.81714
C -5.27954 6.38711 3.66416
C -1.80152 0.30443 -2.99485
C 4.43391 -3.40137 -0.57907
C 0.87707 -3.68661 -2.48610
C 0.58391 3.10348 3.62905
C 5.35760 -2.89622 -4.76367
C -0.91749 -4.29288 3.07635
C -5.57281 0.33556 4.86165
C 4.05120 1.92375 2.33719
C -4.29760 6.16819 2.58071
C 1.68457 -1.50689 0.70092
H -6.61347 0.31664 4.48312
H -1.48922 1.07172 -2.23159
H 1.24181 -2.69802 -2.25727
H 4.82751 2.01183 3.10339
H 1.53974 3.63594 3.58659
H -1.43195 -5.08742 3.63008
H -3.48447 -4.30449 -2.40498
H 0.86724 -8.08825 0.52285
H 8.29580 -1.73691 -0.41915
H 3.48728 2.83945 2.14236
H -2.90262 0.18459 -2.93850
H 3.28869 2.31188 -0.20907
H -2.12259 4.88372 -1.13828
H -0.51514 -7.26664 -0.20413
H -0.81399 -3.40493 -3.67793
H -4.31953 3.18365 5.19476
H 4.38968 -0.04885 -1.42239
H 1.68745 -1.47533 -4.42834
H 0.00001 4.91640 4.80728
H 1.18893 -7.14981 -0.95775
H -0.77555 4.70047 3.28353
H -1.19537 4.25425 -2.52395
H 7.68637 -0.87146 -1.89207
H 5.68384 1.18552 -1.39739
H 1.72356 3.12682 -2.75171
H -3.42222 -2.73692 -1.59110
H -4.44519 6.61198 1.54957
H -2.79116 -2.84285 -3.27873
H 1.08918 -4.24954 -1.58700
H 1.89121 -1.17891 1.73929
H 1.04119 -4.97551 3.70365
H -2.25394 -0.90224 -0.46580
H -3.33706 2.55572 0.71157
H 1.42553 -4.18717 -3.29507
H -0.50015 4.43584 -5.29272
H 0.77727 2.25429 4.27100
H -4.11419 -2.56850 1.59188
H -0.46142 4.51000 0.30499
H -3.16443 2.36632 2.44814
H 4.36695 -4.47243 -0.47242
H -5.70144 -3.40238 1.94524
H 6.13055 -2.17019 -4.89884
H -4.22691 -1.31475 5.57829
H 2.24708 -0.84909 0.01238
H 0.24003 2.75936 2.66992
H -0.98957 1.79148 -6.54564
H 2.99971 -0.23104 -6.82834
H 1.67742 0.52567 -5.90422
H -1.71881 2.61651 1.51431
H -3.14121 2.67763 6.43882
H 2.07434 -2.47936 0.67628
H -4.06170 4.18019 6.61948
H -5.64403 7.39809 3.60111
H -2.72267 -0.39237 1.16527
H -2.23450 4.02432 -5.62410
H -4.13742 -4.19696 2.15855
H 5.58707 -1.28040 -0.09353
H 7.44335 -0.23607 -0.17962
H -0.95842 4.12441 -7.02522
H 4.25191 -2.94465 0.37993
H -1.47880 -4.04916 2.15798
H -3.33120 6.65034 2.78676
H 3.32236 1.23960 2.74861
H -2.01992 3.13729 -1.44700
H -4.84303 0.69998 4.19620
H -0.06523 -2.52795 0.19741
H -6.04666 5.64417 3.58178
H -4.79528 6.35818 4.62598
H 5.79181 -3.47396 -3.93933
H -2.23194 -2.04310 0.82892
H -5.56329 0.95640 5.76252
H 0.31287 2.22217 -5.65590
H 1.28870 -1.91159 -6.07041
H 0.92409 -3.93601 2.17050
H 3.17717 0.14633 -5.05856
H -5.88593 -1.45615 5.94680
H 1.28848 1.67708 -1.76988
H -1.38064 -0.68984 -2.76867
H 3.74453 -2.99076 -1.34643
H -0.87175 -3.44191 3.74277
H 5.27552 -3.53855 -5.62039
H 0.04248 2.45818 -2.54913
H 4.18227 1.46832 -2.33564
```

Summary:
**SMILES**: CCOC(C)=O.CCOC(C)=O.CCOC(C)=O.CCOC(C)=O.CCOC(C)=O.CCOC(C)=O.CNC(C)=O.CNC(C)=O.CNC(C)=O.CNC(C)=O.CNC(C)=O
**Energy relative to the best compared isomer or geometry (same formula, charge and spin)**: 0.750 eV
**DFT total energy**: -84050.5406 eV
**Orbital gap**: 8.879 eV
**HOMO energy**: -8.638 eV

---

This record from the Open Molecules 2025 dataset describes a molecular structure, C36H37AsFNO9SV. The level of theory is the ωB97M-V functional and the def2-TZVPD basis.

```
87
C36H37AsFNO9SV (the ωB97M-V functional and the def2-TZVPD basis)
As -2.36650 -2.73101 1.87039
V -0.54991 -0.88558 0.28063
S 0.77161 -3.79169 -0.47640
F 6.06665 -1.66039 -0.50743
O -0.12481 -2.66909 -0.78785
O -3.87771 -3.62412 1.36598
O -1.23644 -0.24550 -1.73325
O -2.28280 -1.73084 0.47339
O 0.12455 -1.24820 1.66227
O 1.28670 -0.33613 -0.62197
O 0.80998 -4.75444 -1.56066
O 2.07995 -3.37778 0.00048
O -1.32304 0.70490 -3.76759
N 2.67577 0.25148 -4.38328
C 3.05488 -0.46465 -2.12606
C -1.12513 -4.34487 1.62541
C 0.64946 2.62859 0.12572
C -0.74122 0.19630 -2.79557
C 3.55394 -0.19016 -3.40478
C 5.72949 -0.87589 -2.68686
C 4.34934 -0.17831 -6.10186
C 0.25091 -6.76902 2.11678
C -3.43888 -0.08312 4.96469
C 5.46183 -0.10219 -5.06506
C -0.88958 -6.45850 2.84731
C -2.06811 5.27585 2.96233
C 5.20787 -1.16435 -1.43122
C 0.46856 1.87984 2.48135
C -4.12069 0.59043 3.76587
C -0.33976 2.28778 1.25063
C -2.71546 5.21980 0.66341
C -1.18389 3.53689 1.51574
C -2.30410 0.93935 1.83118
C -1.28198 1.12348 0.82314
C 3.16589 0.68858 -5.68916
C -5.24707 -0.31494 3.24892
C 0.01037 -4.68846 0.89006
C -2.79062 5.82164 1.91490
C 0.77894 0.08967 -2.90677
C 3.88977 -0.98082 -1.12618
C -1.27531 4.15005 2.76214
C 0.68597 -5.88503 1.14884
C -1.92854 4.09710 0.47294
C -1.54161 -5.26468 2.59887
C -3.13439 0.80791 2.69806
C 1.35035 0.35057 -4.10423
C 1.63368 -0.24456 -1.80480
C -4.71448 1.93580 4.20908
C 4.91983 -0.38955 -3.68942
C 3.48981 2.17965 -5.66968
H -2.42454 -5.02788 3.18807
H -0.73371 3.73558 3.60161
H 3.45720 -1.26079 -0.17409
H -2.12493 5.71846 3.95103
H 1.13987 2.68316 2.80664
H -5.21040 2.42619 3.36964
H -5.74576 0.14831 2.39571
H -5.98788 -0.48848 4.03732
H -4.85400 -1.27779 2.92072
H 0.14571 2.72210 -0.83986
H 2.34583 0.51869 -6.38918
H 3.85223 2.50536 -6.64759
H -3.41369 6.69511 2.06949
H 1.05854 0.99709 2.23782
H 1.16120 3.57304 0.33892
H 6.25234 -0.81618 -5.30465
H 4.25077 2.40882 -4.92256
H 4.00646 -1.21176 -6.19262
H 2.59846 2.75565 -5.42041
H -1.78066 1.40855 -0.10834
H -3.92505 2.60140 4.56374
H 1.56454 -6.11602 0.55966
H 4.70742 0.14243 -7.08249
H -2.63480 0.54834 5.34855
H 6.78083 -1.06354 -2.87285
H -0.18501 1.60605 3.31222
H -5.44319 1.78926 5.01405
H -1.26149 -7.13762 3.60695
H -3.00498 -1.03694 4.66381
H 5.92513 0.88970 -5.08690
H 0.79185 -7.69120 2.29706
H -4.16311 -0.25727 5.76847
H -3.28518 5.61986 -0.16780
H -1.90657 3.62449 -0.50146
H 0.70097 0.66900 -4.91237
H -3.91343 -3.54509 0.40321
H 1.39492 1.84213 0.03801
```

Summary:
**Energy relative to the best compared isomer or geometry (same formula, charge and spin)**: 0.000 eV
**DFT total energy**: -157934.1483 eV
**Orbital gap (alpha / beta)**: 5.681 / 5.715 eV
**2S+1**: 2
**Total charge**: -2
**HOMO energy (alpha / beta)**: -2.025 / -2.060 eV